[1]
{
  "formula": "C38H104CaN2O40P2S10Zr",
  "method": "the ωB97M-V functional and the def2-TZVPD basis",
  "species": ["Zr", "Ca", "C", "C", "C", "O", "C", "N", "H", "H", "H", "H", "H", "H", "H", "H", "H", "H", "H", "H", "C", "C", "C", "O", "C", "N", "H", "H", "H", "H", "H", "H", "H", "H", "H", "H", "H", "H", "P", "O", "O", "O", "O", "P", "O", "O", "O", "O", "O", "S", "O", "O", "C", "C", "C", "H", "H", "H", "H", "H", "H", "H", "H", "O", "S", "O", "O", "C", "C", "C", "H", "H", "H", "H", "H", "H", "H", "H", "O", "S", "O", "O", "C", "C", "C", "H", "H", "H", "H", "H", "H", "H", "H", "O", "S", "O", "O", "C", "C", "C", "H", "H", "H", "H", "H", "H", "H", "H", "O", "S", "O", "O", "C", "C", "C", "H", "H", "H", "H", "H", "H", "H", "H", "O", "S", "O", "O", "C", "C", "C", "H", "H", "H", "H", "H", "H", "H", "H", "O", "S", "O", "O", "C", "C", "C", "H", "H", "H", "H", "H", "H", "H", "H", "O", "S", "O", "O", "C", "C", "C", "H", "H", "H", "H", "H", "H", "H", "H", "O", "S", "O", "O", "C", "C", "C", "H", "H", "H", "H", "H", "H", "H", "H", "O", "S", "O", "O", "C", "C", "C", "H", "H", "H", "H", "H", "H", "H", "H"],
  "xyz": [[-0.5537, 1.5678, -0.0223], [1.9923, -1.1380, 2.0777], [-3.8444, -2.2792, -2.0302], [-4.6244, -1.0917, -2.5908], [-4.9784, -1.2254, -4.0617], [-5.6750, -2.4676, -4.2350], [-5.9630, -2.6293, -5.6377], [-5.8795, -0.8379, -1.7241], [-5.7411, -0.3628, -0.8437], [-6.5929, -0.2885, -2.1816], [-6.3424, -1.6725, -1.3934], [-3.3035, -2.1270, -1.0962], [-3.0334, -2.6284, -2.6693], [-4.5159, -3.1149, -1.8336], [-4.0907, -0.1524, -2.4462], [-3.9850, -1.2293, -4.5103], [-5.5946, -0.3841, -4.3788], [-6.6273, -3.4890, -5.7253], [-5.0700, -2.8350, -6.2280], [-6.3844, -1.7473, -6.1200], [-4.6788, 4.2859, -3.7946], [-4.0243, 3.7146, -2.4474], [-3.1108, 4.8673, -1.9139], [-3.9342, 5.9135, -1.5146], [-3.3641, 7.0336, -0.8634], [-5.1421, 3.3097, -1.3860], [-5.7836, 2.7189, -1.8954], [-4.7625, 2.6609, -0.7114], [-5.6075, 4.1217, -1.0065], [-5.3764, 5.1230, -3.7685], [-5.3442, 3.5632, -4.2669], [-3.8405, 4.5149, -4.4526], [-3.5170, 2.7968, -2.7447], [-2.3466, 5.0758, -2.6627], [-2.6490, 4.6282, -0.9560], [-3.9899, 7.9025, -0.6600], [-2.6285, 7.4593, -1.5460], [-2.9117, 6.7935, 0.0988], [1.8478, 0.6445, -0.2400], [1.4244, 2.0808, -0.0255], [2.9583, -0.1628, 0.3900], [0.6770, 0.2612, -1.0542], [0.8626, 0.3262, 0.8576], [-3.0054, 1.0728, 0.0935], [-2.3404, 2.4921, 0.0588], [-4.4456, 0.7998, 0.3039], [-1.8907, 0.5812, 1.0700], [-2.1030, 0.5043, -0.9477], [-0.4962, 2.4601, -2.1932], [-0.6466, 2.3311, -3.6704], [-1.7826, 2.9999, -4.3154], [0.7244, 2.7364, -4.4816], [2.0601, 2.8113, -3.7780], [2.6965, 1.3815, -3.6862], [-0.7864, 0.4950, -4.2407], [2.0701, 3.2233, -2.7689], [2.7175, 3.4249, -4.3940], [2.0567, 0.6946, -3.1321], [3.6857, 1.2551, -3.2462], [2.7762, 0.9854, -4.6985], [-0.3524, 0.3837, -5.2344], [-1.8635, 0.3836, -4.1162], [-0.1046, -0.0965, -3.6295], [4.3467, -1.0371, 3.0161], [5.7138, -1.3660, 2.6693], [6.8890, -0.4274, 2.5958], [6.2285, -2.6495, 3.5910], [7.5434, -3.1674, 3.3300], [7.4880, -4.7140, 2.9491], [5.6359, -2.1986, 0.9403], [8.1778, -3.0375, 4.2067], [7.9630, -2.7439, 2.4174], [6.5732, -5.1276, 3.3734], [8.3209, -5.2246, 3.4326], [7.6647, -4.7637, 1.8747], [5.1248, -3.1468, 1.1065], [6.6785, -2.2573, 0.6279], [5.0300, -1.6001, 0.2600], [-0.4222, 2.3684, 2.1458], [-1.0884, 2.4464, 3.4955], [-0.8508, 1.4428, 4.5641], [-0.8319, 3.9409, 4.1217], [-1.0025, 5.0729, 3.2739], [-1.7540, 6.1969, 4.0318], [-2.9419, 2.6936, 3.3045], [-1.3826, 5.0084, 2.2544], [0.0017, 5.4925, 3.2132], [-1.9278, 7.1280, 3.4925], [-1.1796, 6.5276, 4.8972], [-2.7698, 5.9025, 4.2954], [-3.3129, 1.7189, 2.9876], [-3.1096, 3.4264, 2.5152], [-3.2174, 3.1547, 4.2529], [0.4614, -5.0483, -0.5218], [0.9592, -3.6799, -0.7934], [1.5992, -2.9309, 0.2796], [1.9576, -3.7009, -2.0906], [2.6983, -2.5418, -2.2982], [3.2136, -2.3892, -3.6954], [-0.4458, -2.7447, -1.5755], [3.5455, -2.5345, -1.6124], [2.1631, -1.6606, -1.9443], [3.7114, -3.2407, -4.1593], [4.0034, -1.6431, -3.7832], [2.4517, -2.0451, -4.3948], [-1.0327, -3.5933, -1.9270], [-0.1619, -2.1712, -2.4579], [-1.0687, -2.2828, -0.8095], [3.8266, -5.1675, 3.7227], [2.8807, -4.6473, 2.7829], [2.4383, -3.2788, 2.7762], [3.5210, -4.8257, 1.3043], [4.2016, -6.0398, 1.0035], [4.0467, -6.2502, -0.5103], [1.4069, -5.7419, 2.4319], [3.9210, -6.9462, 1.5400], [5.2676, -5.8860, 1.1710], [4.3740, -5.3763, -1.0736], [2.9877, -6.4919, -0.6016], [4.6446, -7.0470, -0.9526], [0.7408, -4.9989, 1.9934], [1.0993, -6.0766, 3.4226], [1.7392, -6.5617, 1.7951], [-0.1146, 4.1399, 0.1259], [0.4427, 5.4104, -0.3443], [0.0790, 5.8281, -1.6847], [0.1207, 6.6665, 0.6851], [0.4396, 7.9762, 0.2974], [-0.0015, 9.0826, 1.3322], [2.2590, 5.2866, -0.1529], [0.2198, 8.1715, -0.7522], [1.5275, 8.0401, 0.3216], [0.1635, 8.7579, 2.3595], [-1.0670, 9.2659, 1.1932], [0.5120, 10.0203, 1.1197], [2.6776, 6.2823, -0.2994], [2.5964, 4.5575, -0.8896], [2.5362, 4.8828, 0.8208], [1.2457, -1.3045, 4.2838], [0.6199, -1.5542, 5.6025], [1.0452, -0.9666, 6.8694], [-1.0581, -1.4589, 5.3802], [-1.8019, -0.8973, 6.4851], [-1.7450, -1.7211, 7.7458], [0.5784, -3.4304, 5.7457], [-2.8145, -0.7113, 6.1270], [-1.4104, 0.0980, 6.6953], [-2.3346, -1.3257, 8.5728], [-0.7524, -1.7729, 8.1933], [-2.1903, -2.7155, 7.7148], [1.2681, -3.9787, 5.1040], [-0.4238, -3.8571, 5.7872], [1.1423, -3.5882, 6.6650], [-4.0169, -0.5227, -7.3861], [-2.5786, -0.5810, -7.7773], [-1.7493, 0.6059, -7.7735], [-1.8771, -1.8845, -7.1053], [-0.3906, -1.9574, -7.2842], [0.2618, -2.7300, -6.1561], [-2.6257, -1.0081, -9.5674], [0.0592, -0.9833, -7.4761], [-0.1704, -2.4436, -8.2345], [-0.0327, -2.3714, -5.1698], [1.3421, -2.8723, -6.1855], [-0.0606, -3.7647, -6.2720], [-3.0686, -2.0009, -9.6460], [-1.6133, -1.1293, -9.9525], [-3.2629, -0.2150, -9.9586], [-1.0954, -4.0792, 3.6435], [-1.2069, -3.0540, 2.5779], [-0.0474, -2.2760, 2.1692], [-1.6868, -3.9248, 1.2256], [-2.8197, -4.6695, 1.1678], [-2.5662, -5.8853, 0.2320], [-2.7794, -1.9991, 2.8524], [-3.6719, -4.1242, 0.7620], [-3.1389, -4.9565, 2.1697], [-2.9759, -5.7492, -0.7689], [-3.1201, -6.7263, 0.6492], [-1.5558, -6.2934, 0.2087], [-3.1488, -1.6058, 1.9053], [-2.5772, -1.1257, 3.4724], [-3.5919, -2.6466, 3.1820], [2.3252, 0.9544, 3.4065], [2.8779, 2.3111, 3.4997], [2.1199, 3.5524, 3.4933], [3.8474, 2.3966, 4.8138], [4.1573, 1.2848, 5.4941], [5.6481, 0.9946, 5.4890], [4.2423, 2.4131, 2.2120], [3.8040, 0.3531, 5.0523], [3.7461, 1.4523, 6.4895], [6.0089, 0.0644, 5.9279], [6.1516, 1.8044, 6.0172], [5.9890, 1.0139, 4.4539], [3.8983, 1.8259, 1.3605], [5.1397, 1.9561, 2.6291], [4.3888, 3.4752, 2.0153]],
  "mulliken_charge": [-2.621, 2.658, -1.123, 1.011, -0.565, -0.390, -0.677, 0.144, 0.169, 0.413, 0.441, -0.108, 0.377, 0.589, -1.073, 0.098, 0.691, 0.321, 0.218, 0.311, -1.561, 0.494, 0.722, -0.512, -0.639, 0.208, 0.443, -0.355, 0.455, 0.331, 0.412, 0.405, -0.176, 0.624, -0.960, 0.434, 0.314, 0.092, 0.355, 0.678, -1.410, -0.267, 0.056, 0.206, 0.116, -1.565, 0.335, 0.944, -0.064, 0.807, -0.598, -0.495, 0.230, -0.694, -0.364, -0.673, 0.552, -0.311, 0.568, 0.401, 0.791, 0.101, -0.548, -0.411, 0.885, -0.707, -0.180, -0.408, -0.968, -0.468, 0.495, 0.273, 0.093, 0.432, 0.298, -0.009, 0.723, -0.143, 0.982, 0.807, -0.783, -0.262, 0.945, -1.533, -0.837, -0.524, 0.159, 0.340, 0.364, 0.389, 0.151, 0.013, 0.609, -0.708, 0.868, 0.826, -0.430, 1.602, -1.327, -0.674, -0.257, -0.651, 0.455, 0.431, -0.114, 1.004, -0.182, -0.191, -0.769, 1.108, -1.205, 0.065, -0.228, -1.062, -0.460, 0.622, -0.072, 0.169, 0.209, 0.503, -0.399, 0.522, 0.603, 0.402, 0.709, -0.711, 0.263, -0.407, -1.251, -0.889, 0.469, 0.237, 0.282, 0.288, 0.426, 0.570, 0.118, 0.091, -1.385, 1.036, -0.764, 0.554, -0.433, -1.382, -0.828, 0.456, 0.289, 0.435, 0.314, 0.299, -0.047, 0.284, 0.644, -0.562, 1.079, -0.572, -0.234, -0.449, -0.977, -1.072, 0.514, 0.459, -0.044, 0.423, 0.459, 0.344, 0.333, 0.410, -0.735, 0.082, 0.644, 0.241, -0.321, -1.220, -0.623, 0.162, 0.555, 0.304, 0.433, 0.158, -0.150, -0.130, 0.684, -0.119, 1.164, -0.743, -0.374, 0.398, -1.306, -0.462, -0.325, 0.385, 0.367, 0.375, 0.193, -0.340, 0.344, 0.426],
  "orbital_gap_ev": 6.552,
  "charge": 2,
  "e_tot_ha": -10018.1996
}

=====

[2]
{
  "formula": "C38H108N6O13",
  "method": "the ωB97M-V functional and the def2-TZVPD basis",
  "species": ["C", "C", "C", "O", "C", "N", "H", "H", "H", "H", "H", "H", "H", "H", "H", "H", "H", "C", "C", "C", "O", "C", "N", "H", "H", "H", "H", "H", "H", "H", "H", "H", "H", "H", "C", "C", "C", "O", "C", "N", "H", "H", "H", "H", "H", "H", "H", "H", "H", "H", "H", "C", "C", "C", "O", "C", "N", "H", "H", "H", "H", "H", "H", "H", "H", "H", "H", "H", "C", "C", "C", "O", "C", "N", "H", "H", "H", "H", "H", "H", "H", "H", "H", "H", "H", "C", "C", "C", "O", "C", "N", "H", "H", "H", "H", "H", "H", "H", "H", "H", "H", "H", "C", "C", "O", "H", "H", "H", "H", "H", "H", "C", "C", "O", "H", "H", "H", "H", "H", "H", "C", "C", "O", "H", "H", "H", "H", "H", "H", "C", "C", "O", "H", "H", "H", "H", "H", "H", "C", "C", "O", "H", "H", "H", "H", "H", "H", "C", "C", "O", "H", "H", "H", "H", "H", "H", "C", "C", "O", "H", "H", "H", "H", "H", "H"],
  "xyz": [[1.7416, -6.7480, -1.1578], [1.4654, -6.2132, -2.6495], [1.7414, -4.7618, -2.7794], [0.6288, -4.1106, -2.1640], [0.8349, -2.9686, -1.3081], [2.3122, -6.9691, -3.6228], [1.3745, -7.7703, -1.1443], [1.2330, -6.2172, -0.4041], [2.7965, -6.7497, -0.9179], [0.4276, -6.3581, -2.7987], [1.8920, -4.3306, -3.8378], [2.6858, -4.4767, -2.2774], [1.3928, -3.3166, -0.4381], [-0.1513, -2.6344, -1.0685], [1.3481, -2.2235, -1.8681], [1.9721, -6.9277, -4.5835], [2.4267, -7.9703, -3.4237], [1.7621, 0.2635, 4.8508], [2.8960, -0.7603, 4.7818], [2.5048, -1.8340, 5.8874], [2.4049, -1.3129, 7.1794], [3.6136, -1.1001, 7.8824], [2.7967, -1.4707, 3.4658], [1.5866, 1.0104, 4.0392], [1.8862, 0.8357, 5.7550], [0.8383, -0.3167, 4.9119], [3.8060, -0.2499, 4.9820], [3.2157, -2.6830, 5.9060], [1.5874, -2.1906, 5.4603], [3.3416, -0.7792, 8.8488], [4.2226, -0.3117, 7.3350], [4.2164, -2.0622, 7.8852], [3.7199, -1.8518, 3.2472], [2.6144, -0.7187, 2.8215], [-4.4317, 4.7215, -0.3403], [-5.0670, 3.4226, -0.8227], [-4.3796, 2.2075, -0.3212], [-4.3911, 2.1883, 1.0968], [-4.0373, 0.9533, 1.6347], [-6.5255, 3.3104, -0.6098], [-4.5884, 5.5908, -0.9221], [-3.2940, 4.7262, -0.4812], [-4.7485, 4.9538, 0.7251], [-4.8610, 3.4400, -1.8898], [-3.3649, 2.1925, -0.6817], [-4.9675, 1.3472, -0.7487], [-3.1589, 0.5648, 1.0886], [-4.7929, 0.1717, 1.6092], [-3.7830, 1.0358, 2.6791], [-6.7343, 2.4770, -1.1170], [-6.8941, 3.2570, 0.3424], [5.5484, -0.4690, 0.6994], [4.2959, -0.3613, -0.1669], [3.8640, 1.0684, -0.4861], [4.7931, 1.6380, -1.3385], [4.8696, 3.0440, -1.3048], [4.4371, -1.3113, -1.2715], [6.4658, -0.4013, 0.1837], [5.4800, -1.4558, 1.2478], [5.5491, 0.2705, 1.4874], [3.4805, -0.6583, 0.5073], [3.9052, 1.6356, 0.4108], [2.8411, 1.0966, -0.9515], [5.1217, 3.5850, -0.3832], [3.9678, 3.5829, -1.6603], [5.5853, 3.2231, -2.0567], [5.0665, -0.7476, -1.8765], [3.5778, -1.5549, -1.7017], [-3.5781, -0.7480, -2.5825], [-2.2734, -1.5756, -2.6190], [-2.4766, -2.8289, -3.4802], [-3.5035, -3.6300, -2.9449], [-3.1128, -4.6241, -2.0388], [-1.2012, -0.6121, -2.9886], [-3.4974, 0.0676, -1.8412], [-4.4350, -1.2532, -2.1996], [-3.6615, -0.2472, -3.4913], [-2.0461, -1.8222, -1.5884], [-1.4868, -3.3810, -3.5271], [-2.7258, -2.4988, -4.4583], [-2.4288, -4.2018, -1.2729], [-2.4667, -5.3284, -2.5793], [-4.0449, -5.0763, -1.6131], [-1.3572, -0.1750, -3.8968], [-0.3085, -1.0696, -3.1210], [-4.3827, -2.8299, 0.4697], [-4.6887, -3.3505, 1.8140], [-3.5843, -3.1035, 2.7910], [-3.2475, -1.6879, 2.8375], [-2.1273, -1.2842, 3.6514], [-5.9930, -2.7718, 2.2195], [-3.3209, -2.9193, 0.1044], [-4.5760, -1.7239, 0.3843], [-5.1098, -3.2277, -0.2764], [-4.8239, -4.3869, 1.8432], [-2.7011, -3.7153, 2.6361], [-3.8752, -3.2936, 3.8530], [-2.2725, -0.2551, 3.9186], [-1.1738, -1.5239, 3.1783], [-2.1979, -1.8818, 4.5959], [-6.1794, -2.9389, 3.2132], [-5.8299, -1.7690, 2.1344], [0.5327, 6.4442, -1.9256], [1.2914, 5.1760, -2.1253], [1.6081, 4.4846, -0.9255], [0.3274, 6.8714, -2.9709], [1.1926, 7.2321, -1.4520], [-0.3870, 6.3269, -1.4390], [2.2346, 5.3971, -2.6163], [0.6769, 4.4776, -2.7874], [0.7349, 4.2302, -0.5696], [-1.9417, 2.9260, -4.1686], [-1.2638, 3.7729, -5.2021], [-0.7220, 2.9521, -6.2367], [-1.1845, 2.2539, -3.7757], [-2.7600, 2.3916, -4.6400], [-2.2270, 3.5256, -3.2876], [-0.5063, 4.3515, -4.6915], [-1.9227, 4.5418, -5.6060], [-0.6497, 3.4104, -7.0711], [1.7794, 1.8817, -4.3119], [1.3319, 0.5392, -4.7045], [1.6353, -0.4887, -3.7783], [2.8889, 1.8167, -4.0804], [1.4352, 2.2686, -3.3498], [1.5810, 2.6696, -5.0389], [1.7846, 0.2593, -5.6936], [0.2495, 0.5239, -4.8186], [2.5422, -0.3675, -3.5141], [0.0515, -5.3293, 1.7213], [1.1651, -4.5695, 2.3492], [0.7001, -3.2475, 2.4453], [0.3213, -6.4174, 1.7434], [-0.1071, -5.0098, 0.6311], [-0.9247, -5.0613, 2.1618], [2.0760, -4.6820, 1.6801], [1.3945, -4.8473, 3.4330], [1.4236, -2.7523, 2.9427], [0.9509, -0.0437, 0.4840], [-0.5881, 0.0561, 0.3660], [-0.8185, 1.0287, -0.6468], [1.2283, -0.7510, 1.2683], [1.4380, 0.8630, 0.8381], [1.4544, -0.3634, -0.4022], [-0.9543, 0.4677, 1.2740], [-0.9346, -0.9204, 0.0900], [-1.0426, 0.5771, -1.4256], [-0.7331, 5.0938, 1.9099], [-1.0894, 3.7584, 1.3020], [-0.8214, 3.6815, -0.0655], [-1.0528, 5.2345, 2.9522], [-1.1212, 5.9331, 1.3537], [0.3374, 5.2365, 1.8411], [-2.1379, 3.4847, 1.5089], [-0.5395, 2.9328, 1.7753], [-0.9365, 2.7708, -0.3416], [3.3745, 5.1045, 3.4405], [3.2993, 4.1782, 2.2333], [3.5178, 4.9700, 1.0710], [3.1242, 4.4817, 4.3008], [2.8044, 6.0225, 3.3679], [4.4491, 5.4363, 3.6017], [2.3556, 3.6180, 2.2067], [4.0975, 3.3900, 2.3647], [2.7005, 5.0077, 0.5041]],
  "mulliken_charge": [-1.012, 0.709, -1.079, -0.007, -0.131, -0.703, 0.447, -0.152, 0.371, 0.181, 0.208, 0.347, 0.813, -1.055, 0.533, 0.234, 0.252, -1.197, 0.130, -0.675, -0.377, -0.587, -0.252, 0.241, 0.407, 0.226, 0.491, 0.369, 0.317, 0.257, 0.233, 0.261, 0.230, -0.288, -0.870, -0.057, 0.540, -0.441, -0.769, -0.707, 0.458, -0.085, 0.216, 0.249, -0.310, 0.228, -0.029, 0.530, 0.329, 0.304, 0.302, -1.658, 1.583, 0.470, -0.551, -0.582, -0.543, 0.396, 0.328, 0.320, -0.808, -0.013, -0.031, 0.280, -0.043, 0.456, 0.388, 0.071, -2.319, 3.021, -0.725, -0.420, -0.233, -0.375, 0.309, 0.527, 0.565, -1.746, 0.119, 0.470, -0.097, 0.322, 0.265, 0.323, -0.017, 0.188, -0.036, -0.275, -0.028, -0.963, -0.766, -0.471, -0.445, 0.379, 0.456, -0.069, 0.441, 0.392, 0.093, 0.484, 0.310, 0.403, -1.337, 0.093, 0.609, 0.409, 0.304, 0.189, 0.444, -0.179, 0.051, 0.023, -0.508, -0.508, -0.375, 0.480, 0.057, 0.148, 0.481, 0.279, -0.895, -0.293, -0.480, 0.462, -0.104, 0.413, 0.265, 0.212, 0.251, -0.620, -0.084, -0.025, 0.396, -0.284, 0.064, 0.248, 0.352, -0.048, 0.889, -0.700, 3.157, -0.676, 0.259, -0.619, 0.311, -0.658, -1.482, -1.405, 0.444, -0.508, 0.394, 0.315, 0.159, 0.018, -0.141, -0.038, -1.488, 0.522, -0.576, 0.351, 0.363, 0.345, -0.185, 0.228, 0.458],
  "relative_energy_kj_mol": 290.41,
  "orbital_gap_ev": 9.571,
  "e_tot_ha": -2818.9971
}